Entry 1:
Density functional theory data (ωB97M-V/def2-TZVPD) for a structure of composition C17H26N2OZr in a non-equilibrium geometry.

Properties
LUMO (alpha / beta) (eV): -8.63 / -8.63
E_HOMO (alpha / beta) (eV): -12.72 / -12.71
Net charge: +2
ΔE to the lowest compared entry with this formula, charge and spin (kcal/mol): 185.85
E_tot (eV): -24335.7869
Maximum force (hartree/bohr): 0.1317

Each line ends with the Löwdin charge.
Geometry (Å):
C -1.7812 0.8748 1.8666  0.030
C -1.1087 -1.6203 2.7491  -0.086
H -1.0365 1.5372 2.3043  -0.031
H -2.0349 -0.0047 2.4274  -0.053
H -2.6601 1.5184 1.6621  0.018
H -1.6349 -1.6756 1.7922  0.066
H -0.5334 -2.5361 2.9181  0.101
H -1.8736 -1.3940 3.5277  0.091
C 0.8343 2.7807 -2.1334  -0.042
C 1.1806 3.5967 -3.1861  0.021
C 1.2358 3.0284 -4.4588  0.037
C 1.0271 1.6781 -4.6848  0.048
H 0.6855 3.0025 -1.0631  0.144
H 1.4152 4.6451 -3.0444  0.140
H 1.5273 3.6400 -5.3186  0.150
H 1.0587 1.2530 -5.6837  0.139
N 0.8215 1.4552 -2.4262  -0.166
C 0.8744 0.7995 -3.6299  -0.164
C 0.8495 -0.6678 -3.5460  -0.172
N 0.5994 -1.2650 -2.3114  -0.116
C 0.1119 -2.5512 -2.2591  -0.055
C 0.5841 -2.8596 -4.5847  0.029
C 0.0473 -3.3587 -3.3948  0.023
H -0.2614 -2.8338 -1.2752  0.138
H -0.3818 -4.3570 -3.4319  0.139
C 0.9885 -1.5350 -4.6215  0.032
H 1.4368 -1.1279 -5.5230  0.137
H 0.7310 -3.4569 -5.4965  0.151
Zr 0.0190 0.2652 -1.0294  1.685
C -1.9799 -0.1779 -1.5093  -0.266
H -2.1458 -1.1181 -2.0546  0.024
H -2.2435 0.6675 -2.1619  0.028
H -2.6272 -0.1623 -0.6206  0.013
C -0.9462 0.1770 4.7334  -0.053
C 0.3495 -0.0102 3.8513  -0.602
C 1.1267 1.3462 3.7738  -0.029
C 1.2583 -0.9952 4.6117  -0.043
O 0.0366 -0.6304 2.5725  -0.285
H -0.7452 0.8621 5.5859  0.112
H -1.3616 -0.7654 5.1454  0.089
H -1.7459 0.6214 4.1361  0.056
H 1.7327 1.3920 4.7051  0.091
H 1.7928 1.4756 2.8992  0.081
H 0.3782 2.1533 3.8243  0.075
H 0.6541 -1.8611 4.9522  0.089
H 2.0547 -1.3517 3.9362  0.095
H 1.6901 -0.4539 5.4743  0.092

---

Entry 2:
Density functional theory data (ωB97M-V/def2-TZVPD) for the ion C17H26N3 with charge +1 in a non-equilibrium geometry.

Properties
LUMO (eV): -2.87
E_HOMO (eV): -11.92
Net charge: +1
ΔE to the lowest compared entry with this formula, charge and spin (kcal/mol): 2.02
E_tot (eV): -22515.4484
SMILES: CCCCCCC[N@@H+]1C2=NCCCN2c2ccccc21
Maximum force (hartree/bohr): 0.0315

Each line ends with the Löwdin charge.
Geometry (Å):
C 4.5652 1.3832 -0.7758  -0.109
C 3.1429 1.7530 -0.3745  -0.273
C 2.5835 0.7950 0.6752  -0.232
C 1.1541 1.1514 1.0776  -0.214
C 0.5701 0.1328 2.0561  -0.185
C -0.8978 0.4290 2.4085  -0.148
C -1.8383 -0.7642 2.2773  -0.080
H -2.7695 -0.5576 2.8084  0.136
H -1.3801 -1.6662 2.6884  0.138
N -2.2094 -1.0801 0.8551  0.085
H -2.9586 -1.7786 0.9074  0.214
C -2.6114 0.0710 0.0484  -0.143
C -3.6318 0.9655 0.2706  0.007
C -3.7828 1.9968 -0.6497  -0.054
C -2.9305 2.1120 -1.7381  -0.043
C -1.9037 1.2055 -1.9613  0.021
C -1.7551 0.1723 -1.0530  -0.149
N -0.8588 -0.8762 -1.0107  0.043
C -1.1016 -1.6705 0.0682  -0.305
N -0.5630 -2.7491 0.4170  0.137
C 0.4889 -3.2597 -0.4318  -0.184
H 0.4217 -4.3481 -0.3940  0.122
C 0.3835 -2.7547 -1.8742  -0.131
H 1.2723 -3.0393 -2.4334  0.124
H -0.4835 -3.2203 -2.3473  0.125
C 0.2159 -1.2333 -1.9128  -0.096
H -0.0367 -0.8968 -2.9201  0.135
H 1.1378 -0.7331 -1.5965  0.123
H 1.4446 -2.9729 0.0182  0.124
H -1.2483 1.3050 -2.8105  0.120
H -3.0683 2.9260 -2.4317  0.119
H -4.5732 2.7155 -0.5104  0.115
H -4.2902 0.8784 1.1199  0.127
H -1.2681 1.2506 1.7920  0.112
H -0.9628 0.7633 3.4441  0.127
H 0.6609 -0.8658 1.6287  0.090
H 1.1733 0.1368 2.9639  0.123
H 0.5290 1.2072 0.1810  0.097
H 1.1469 2.1408 1.5379  0.126
H 2.6103 -0.2266 0.2838  0.101
H 3.2227 0.8182 1.5591  0.123
H 2.4998 1.7423 -1.2594  0.102
H 3.1319 2.7683 0.0257  0.112
H 5.2248 1.4172 0.0875  0.076
H 4.9426 2.0774 -1.5216  0.072
H 4.6007 0.3789 -1.1933  0.070